No. 1
25
Properties=species:S:1:pos:R:3 method="wB97M-V/def2-TZVPD" smiles="O=[N+]([O-])c1ccc(-c2noc(C(F)(F)F)c2[N+](=O)[O-])cc1" homo_ev=-10.61 relative_energy_kj_mol=0.0 gap_ha=0.3304 lumo_energy_ha=-0.060
O 3.25 -2.72 3.41
N 2.12 -3.07 3.06
O 1.60 -4.15 3.41
C 1.40 -2.22 2.19
C 2.03 -1.17 1.49
C 1.32 -0.27 0.70
C -0.05 -0.43 0.52
C -0.86 0.48 -0.31
N -2.17 0.72 0.00
O -2.65 1.72 -0.89
C -1.79 2.03 -1.68
C -2.04 2.96 -2.85
F -1.63 4.27 -2.66
F -1.50 2.44 -4.01
F -3.38 2.98 -3.09
C -0.55 1.31 -1.32
N 0.67 1.38 -2.05
O 1.33 0.35 -2.15
O 0.95 2.50 -2.53
C -0.71 -1.47 1.19
C -0.01 -2.38 2.02
H 3.09 -1.01 1.62
H 1.90 0.58 0.30
H -1.77 -1.62 1.11
H -0.56 -3.20 2.53

---

No. 2
22
Properties=species:S:1:pos:R:3 method="wB97M-V/def2-TZVPD" charge=-1 homo_ev="-5.05 / -5.23" gap_ha="0.2880 / 0.2507" s_squared=2.009 lumo_energy_ha="0.102 / 0.058" multiplicity=3
Pt -0.16 -0.10 -0.15
S 1.00 -0.19 2.07
C -0.27 -1.33 2.33
C -0.58 -1.96 3.55
C -1.67 -2.80 3.60
C -2.44 -3.01 2.46
C -2.08 -2.37 1.30
N -1.02 -1.56 1.24
H 0.03 -1.76 4.41
H -1.93 -3.29 4.53
H -3.31 -3.67 2.47
H -2.63 -2.51 0.37
O -3.17 2.13 1.86
C -2.33 1.71 1.14
N -1.49 1.33 0.38
N 1.12 -1.43 -1.02
C 1.70 -2.37 -1.35
C 2.41 -3.50 -1.75
C 2.72 -4.50 -0.80
N 2.97 -5.32 -0.02
C 2.78 -3.65 -3.10
N 3.09 -3.77 -4.21

---

No. 3
79
Properties=species:S:1:pos:R:3 method="wB97M-V/def2-TZVPD" charge=-1 homo_ev=-4.25 gap_ha=0.2217 lumo_energy_ha=0.065
C 3.43 2.69 -0.86
C 2.34 2.00 -1.59
N 1.73 0.66 -1.27
C 2.72 -0.43 -1.00
C 2.85 -0.95 0.54
C 0.58 0.72 -0.31
C -0.70 1.37 -1.17
C -2.01 1.45 -0.18
C -3.33 1.61 -1.18
C -4.19 0.19 -1.02
C 0.77 1.68 1.00
O 0.81 1.05 2.21
O 0.84 3.15 1.02
H 4.13 2.20 -0.06
H 3.58 3.85 -1.08
H 1.90 2.57 -2.54
H 2.49 -1.36 -1.71
H 3.80 -0.03 -1.31
H 1.85 -1.45 0.91
H 3.16 -0.07 1.29
H 3.75 -1.73 0.60
H 0.18 -0.36 0.02
H -0.90 0.82 -2.18
H -0.45 2.50 -1.46
H -1.98 2.46 0.45
H -2.09 0.49 0.51
H -3.00 1.79 -2.30
H -4.02 2.52 -0.85
H -5.30 0.33 -1.42
H -4.20 -0.09 0.13
H -3.60 -0.65 -1.62
O -3.52 3.62 -3.05
H -2.67 4.06 -2.94
H -4.03 4.21 -3.61
O -6.07 -1.91 -1.78
H -6.17 -2.50 -1.02
H -6.98 -1.75 -2.07
O 1.83 -2.69 3.21
H 1.48 -3.16 3.99
H 1.25 -1.91 3.14
O 2.84 1.86 4.50
H 2.92 2.82 4.42
H 2.40 1.59 3.68
O -0.25 2.85 4.88
H 0.30 2.62 5.64
H 0.02 2.21 4.20
O 6.10 -1.86 0.99
H 6.74 -2.51 1.32
H 6.13 -1.15 1.65
O 0.82 3.11 -4.65
H 1.56 2.54 -4.90
H 0.39 3.32 -5.49
O -4.45 6.07 -1.19
H -3.90 5.84 -0.42
H -4.18 5.43 -1.87
O -4.10 1.17 1.99
H -3.46 0.51 2.32
H -4.07 1.88 2.65
O 8.64 -2.31 1.98
H 9.33 -2.05 1.34
H 9.10 -2.28 2.83
O -6.01 -4.15 0.44
H -6.70 -4.26 1.11
H -5.23 -4.58 0.83
O 2.39 -3.51 -1.34
H 1.70 -3.62 -0.67
H 3.17 -3.94 -0.94
O 1.28 -4.91 -3.88
H 1.42 -4.19 -4.51
H 1.87 -4.69 -3.14
O 3.40 -5.20 0.99
H 4.04 -5.85 1.33
H 3.43 -4.49 1.65
O -6.37 3.18 0.27
H -5.90 2.49 0.76
H -5.67 3.78 -0.02
O 0.10 -4.52 0.73
H 0.68 -5.30 0.74
H -0.72 -4.83 0.32